Density functional theory data (ωB97M-V/def2-TZVPD) for C14H18F18LiN4O12S6 as an isolated structure in a non-equilibrium geometry.

## Properties
Molecular weight, g mol⁻¹: 975.6
LUMO, Eh: 0.046
HOMO, eV: -6.24
Energy, eV: -159467.312
Charge: -1
Gap between HOMO and LUMO, eV: 7.5

Last column: Mulliken charge in e.
Atoms and positions in Å:
Li: 0.25383 -0.57197 -1.34994  1.34
C: -3.66093 3.00870 6.30838  -1.38
C: -3.13819 1.81163 5.60917  -0.14
C: -2.29422 2.19162 4.35114  -1.01
N: -1.56178 1.06558 3.68856  0.76
C: -2.47637 -0.13408 3.38110  -0.89
C: -0.91096 1.61807 2.37770  -1.19
C: 0.41007 0.97381 2.18548  1.31
C: 0.72875 0.19297 3.44116  -0.82
C: -0.30893 0.70926 4.53326  -0.68
H: -3.54823 2.88849 7.38586  0.37
H: -4.73249 3.16648 6.18612  0.32
H: -2.99872 3.86102 6.15628  0.38
H: -3.84374 0.99962 5.43326  0.36
H: -2.40204 1.38090 6.28789  0.22
H: -1.59239 2.82040 4.89901  0.39
H: -2.88651 2.83389 3.69939  0.48
H: -2.91422 -0.61700 4.25470  0.31
H: -1.78573 -0.86974 2.96890  0.24
H: -3.29133 0.09060 2.69302  0.43
H: -1.65826 1.32492 1.64033  0.41
H: -1.00509 2.70076 2.29396  0.26
H: 0.28409 0.33031 1.31477  -0.92
H: 1.13998 1.73826 1.91915  0.44
H: 0.66617 -0.85747 3.15699  0.16
H: 1.77234 0.33617 3.72137  0.48
H: -0.44707 0.09466 5.42280  0.40
H: 0.02659 1.68653 4.88036  0.40
C: -0.61693 -4.43156 -0.19308  0.53
F: -1.34998 -4.02511 -1.22519  -0.17
F: -1.38951 -5.23113 0.58298  -0.22
F: 0.48740 -5.05152 -0.63987  -0.20
S: 0.01187 -2.82780 0.71893  0.41
O: -1.18581 -1.97115 0.84079  -0.48
O: 0.36854 -3.31476 2.04622  -0.58
N: 1.12667 -2.02254 -0.38332  -0.24
S: 2.44643 -2.43398 0.22707  0.81
O: 2.65819 -1.43874 1.27496  -0.65
O: 2.67116 -3.86643 0.51544  -0.65
C: 3.69417 -2.13791 -1.27891  0.59
F: 3.31491 -2.98888 -2.22595  -0.19
F: 3.81497 -0.86879 -1.68089  -0.19
F: 4.91073 -2.39630 -0.73973  -0.24
C: 0.76076 -2.92075 -4.23634  0.51
F: 0.61244 -3.13165 -2.90083  -0.13
F: 1.81896 -3.61554 -4.66869  -0.23
F: -0.35405 -3.23831 -4.85465  -0.20
S: 1.00577 -0.97365 -4.51613  0.93
O: -0.27281 -0.50663 -4.97848  -0.64
O: 1.41004 -0.46971 -3.17688  0.00
N: 2.13157 -1.02538 -5.94302  -0.55
S: 2.94256 0.28746 -5.69340  1.05
O: 2.27290 1.50074 -5.50110  -0.56
O: 4.11364 -0.02063 -4.77325  -0.67
C: 3.78305 0.36683 -7.48195  0.37
F: 4.43396 -0.84386 -7.71415  -0.22
F: 2.82531 0.61834 -8.38077  -0.22
F: 4.57084 1.40761 -7.51947  -0.19
C: 1.95697 2.43416 -1.45753  0.64
F: 2.39025 3.65890 -1.25830  -0.20
F: 2.47828 1.96672 -2.58264  -0.19
F: 2.36069 1.47641 -0.46284  -0.19
S: 0.03505 2.66964 -1.51434  0.73
O: -0.25701 3.32710 -0.22955  -0.59
O: -0.23433 3.39709 -2.77424  -0.59
N: -0.59510 1.06810 -1.52628  -0.33
S: -2.01216 1.32663 -2.08315  0.84
O: -2.85821 2.30117 -1.44022  -0.68
O: -2.11698 1.23800 -3.55828  -0.60
C: -2.85001 -0.22576 -1.44694  0.67
F: -2.90150 -0.22948 -0.09089  -0.17
F: -4.10486 -0.39507 -1.99192  -0.26
F: -2.13359 -1.21635 -1.92325  -0.27

Atomic forces in eV per Å
0.6 -0.5 -0.7
-0.4 0.5 1.3
1.4 -1.8 -0.8
-1.0 0.2 2.0
-0.1 0.6 0.7
1.3 -0.3 0.2
-2.7 -0.1 -0.4
0.2 0.4 -0.9
-0.3 -0.2 0.6
1.0 -0.1 -1.8
-0.1 -0.3 0.2
0.2 0.6 -0.5
-0.5 0.4 -0.6
-0.4 0.4 -0.1
0.1 -0.4 0.0
0.6 0.2 -1.0
0.2 -0.5 -0.6
0.3 0.6 0.4
-0.3 0.0 -0.5
0.4 0.4 -0.1
0.2 -0.2 -0.3
0.5 0.1 0.8
0.5 -0.2 0.2
0.1 -0.2 0.1
-0.3 -0.2 0.7
-0.2 0.1 0.4
-0.5 -0.3 -0.4
0.1 -0.1 0.0
0.8 0.8 -0.3
0.1 -0.3 0.2
1.2 0.9 -0.6
-1.3 -0.2 0.4
-3.3 0.5 1.2
1.6 -0.5 -1.3
1.0 0.4 -1.5
-5.9 -2.3 0.6
6.2 -0.6 1.5
1.2 -0.9 -0.2
-0.5 2.5 -0.6
-0.1 0.9 2.2
0.9 0.7 0.2
-1.0 -0.9 -0.3
-0.6 -0.9 -0.6
1.1 1.9 0.5
0.0 0.0 -1.2
-1.0 0.1 0.2
0.1 -0.6 -0.1
-0.1 -1.0 -1.0
0.5 -0.4 0.2
0.0 -1.0 -1.7
-3.0 -0.1 3.4
7.1 -2.9 0.4
-1.5 2.3 0.2
-2.6 1.3 -2.1
-1.7 -1.3 2.2
-0.8 2.3 -0.3
0.2 -0.9 -0.4
1.4 0.1 -0.1
-0.1 -2.5 -0.3
0.4 -0.3 0.8
-0.6 0.5 0.7
-1.0 2.4 -1.3
0.4 1.1 -0.2
0.6 -1.1 -1.6
0.7 -1.6 2.8
2.2 3.3 0.9
-5.5 -1.5 -4.4
0.8 0.7 0.4
0.4 0.1 3.2
-0.7 1.0 -1.0
-0.4 -0.3 -1.2
1.3 0.6 1.3
0.8 -1.6 0.4

---

Density functional theory data (ωB97M-V/def2-TZVPD) for a 2-piece molecular cluster, C14H18F8NO7 overall in a non-equilibrium geometry.

## Properties
Molecular weight, g mol⁻¹: 464.3
LUMO, Eh: 0.100
HOMO, eV: -4.47
Energy, eV: -52373.311
Charge: -1
Gap between HOMO and LUMO, eV: 7.2

Last column: natural (NBO) charge in e.
Atoms and positions in Å:
C: -2.78717 -5.95294 1.72042  -0.62
C: -3.69004 -4.65809 1.92983  -0.52
C: -2.98549 -3.57668 2.80241  0.81
O: -3.60093 -3.10712 3.70399  -0.56
O: -1.71113 -3.16364 2.50871  -0.53
C: -1.58212 -2.87609 1.07954  -0.07
C: -0.33440 -2.02058 0.79007  -0.45
C: -0.19149 -1.59155 -0.73651  -0.16
N: -1.15794 -2.18844 -1.65086  -0.62
C: -0.91701 -3.56584 -2.07664  -0.32
C: 0.35155 -4.25083 -1.53652  0.80
O: 0.50158 -4.75236 -0.46903  -0.56
O: 1.42741 -4.30449 -2.43220  -0.74
C: -0.52000 -0.04402 -0.72751  0.75
O: 0.34173 0.77330 -0.35874  -0.78
O: -1.64781 0.36870 -1.13006  -0.79
H: -1.77313 -5.69752 2.09811  0.23
H: -3.21533 -6.84439 2.21179  0.21
H: -2.68166 -6.10981 0.62537  0.21
H: -3.82227 -4.20100 0.92578  0.22
H: -4.69676 -4.90727 2.31021  0.23
H: -1.57957 -3.85693 0.54665  0.18
H: -2.51821 -2.35505 0.76605  0.17
H: -0.42954 -1.10231 1.41612  0.24
H: 0.56458 -2.54905 1.17577  0.21
H: 0.86181 -1.63587 -1.09133  0.21
H: -2.11694 -1.98574 -1.39860  0.40
H: -0.87410 -3.60960 -3.19177  0.20
H: -1.79124 -4.20823 -1.79116  0.19
H: 2.21822 -3.94975 -1.99845  0.50
C: 1.17958 4.52225 -0.74324  -0.15
C: 0.68305 5.94414 -0.42192  0.59
C: 1.27917 7.07421 -1.25993  0.52
F: 2.61495 7.17911 -1.10253  -0.32
F: 0.74964 8.26765 -0.87820  -0.33
F: 0.85168 6.18796 0.89917  -0.32
F: -0.66331 5.95141 -0.63823  -0.33
O: 2.19609 3.99477 0.10587  -0.49
C: 3.51788 4.29559 -0.18087  0.85
C: 4.17918 5.09904 0.93953  0.50
F: 3.54451 6.27222 1.14583  -0.32
F: 5.46496 5.39348 0.61694  -0.33
F: 3.61608 4.90580 -1.38055  -0.33
F: 4.16157 3.11372 -0.30310  -0.32
H: 0.32789 3.85833 -0.57558  0.27
H: 1.42464 4.39347 -1.79827  0.21
H: 1.06022 6.93298 -2.32179  0.14
H: 4.16962 4.53708 1.87545  0.15

Atomic forces in eV per Å
-0.1 1.2 -0.3
1.2 -0.4 -0.9
-0.6 -0.8 -0.8
0.0 0.6 1.2
-0.8 -0.1 -0.5
-0.3 -0.4 -0.8
0.1 -0.1 0.7
-1.0 1.6 1.0
1.5 -0.9 0.0
-0.9 -0.7 -0.8
0.8 0.3 -0.7
-0.5 -0.1 0.8
-0.8 0.9 -0.3
-1.1 2.2 -1.0
1.5 -0.8 0.6
-0.1 -1.8 0.2
-0.6 -0.6 -0.1
0.4 0.5 -0.2
-0.1 -0.3 0.8
-0.1 -0.2 0.6
0.7 0.4 0.1
0.3 0.8 0.3
0.8 0.0 0.2
0.2 -0.6 -0.5
-0.5 0.1 -0.3
-0.8 -0.4 0.1
0.3 0.2 -0.1
0.2 0.0 0.7
0.8 0.2 -0.1
-0.2 -0.5 0.2
-0.5 -0.8 -0.1
0.2 -0.6 0.6
-0.1 0.5 -0.2
-0.1 0.0 0.0
-0.1 -0.1 0.1
0.1 0.2 -0.1
0.1 0.2 -0.4
0.6 1.1 0.0
-1.3 -0.9 -0.6
0.2 0.2 0.5
0.0 -0.1 -0.1
0.0 -0.2 -0.2
0.5 0.1 0.1
0.3 0.2 0.3
0.1 0.0 0.2
0.1 0.2 0.1
0.0 -0.1 0.0
0.0 -0.2 -0.1

---

Density functional theory data (ωB97M-V/def2-TZVPD) for one molecule with the formula C14H18N2O2.

## Properties
Molecular weight, g mol⁻¹: 246.3
LUMO, Eh: 0.022
HOMO, eV: -8.56
SMILES: Cc1cccc(OC[C@@H](O)Cn2ccnc2C)c1
Energy, eV: -21885.169
Gap between HOMO and LUMO, eV: 9.2

Last column: natural (NBO) charge in e.
Atoms and positions in Å:
C: 3.93529 2.43348 0.73651  -0.63
C: 3.67777 1.08353 0.13729  0.02
C: 2.41331 0.51339 0.25435  -0.34
C: 2.14570 -0.72775 -0.30417  0.39
C: 3.15504 -1.40808 -0.98582  -0.28
C: 4.40664 -0.84298 -1.10016  -0.18
C: 4.67158 0.39795 -0.54177  -0.25
H: 5.65549 0.83274 -0.63626  0.21
H: 5.18548 -1.37254 -1.62828  0.21
H: 2.92788 -2.37196 -1.41183  0.22
O: 0.94125 -1.37047 -0.24113  -0.51
C: -0.11822 -0.75439 0.44624  -0.10
C: -1.34952 -1.65827 0.32382  0.08
O: -1.13680 -2.93559 0.85970  -0.70
H: -0.66136 -2.86067 1.69520  0.47
H: -1.55706 -1.82061 -0.73876  0.19
C: -2.57752 -0.99796 0.99875  -0.23
N: -2.97007 0.22819 0.36972  -0.36
C: -3.74477 0.38504 -0.74295  0.36
N: -3.85583 1.64507 -1.07017  -0.46
C: -3.13394 2.34384 -0.15521  -0.09
C: -2.57456 1.48805 0.74414  -0.12
H: -1.96281 1.65662 1.60686  0.21
H: -3.06805 3.41185 -0.20486  0.21
C: -4.39360 -0.74065 -1.45856  -0.66
H: -5.05512 -1.29284 -0.79110  0.22
H: -4.97775 -0.33282 -2.27745  0.25
H: -3.65468 -1.43316 -1.85906  0.22
H: -3.40346 -1.71370 0.95769  0.23
H: -2.34577 -0.79682 2.05009  0.20
H: 0.13949 -0.62202 1.51066  0.16
H: -0.34688 0.22827 0.01149  0.20
H: 1.64988 1.06280 0.78460  0.21
H: 3.58567 2.47114 1.76692  0.22
H: 4.99567 2.67068 0.71800  0.22
H: 3.40166 3.20068 0.17552  0.22

Atomic forces in eV per Å
0.0 0.0 0.0
0.2 -0.1 -0.1
-0.3 -0.1 0.0
0.1 0.0 0.0
-0.1 0.0 0.0
-0.1 -0.1 0.0
0.0 0.2 0.1
0.1 0.1 0.0
0.1 -0.1 0.0
0.0 -0.1 -0.1
0.2 -0.1 -0.1
-0.4 0.0 -0.1
0.1 0.6 0.0
0.0 -0.3 0.3
0.0 0.0 0.0
0.0 0.1 0.1
0.4 -0.6 -0.1
-0.2 0.4 -0.2
0.0 -0.1 0.0
-0.3 0.0 -0.5
0.2 -0.1 0.3
0.0 0.3 0.1
0.1 0.0 0.2
0.1 0.2 0.1
0.0 -0.1 0.1
-0.1 -0.1 0.0
0.0 0.0 0.0
0.0 -0.1 -0.1
0.1 0.1 0.1
-0.1 0.0 -0.1
0.0 0.0 -0.1
0.0 -0.1 0.1
-0.1 0.0 0.1
0.0 0.1 0.1
0.1 0.1 0.0
0.0 0.1 0.0

---

Density functional theory data (ωB97M-V/def2-TZVPD) for one molecule with the formula C14H18N2O4S.

## Properties
Molecular weight, g mol⁻¹: 310.4
LUMO, Eh: 0.013
HOMO, eV: -8.54
SMILES: CCOc1ccc(OCC)c(S(=O)(=O)n2ccnc2C)c1
Energy, eV: -36814.322
Gap between HOMO and LUMO, eV: 8.9

Last column: natural (NBO) charge in e.
Atoms and positions in Å:
C: -4.22608 -0.28146 -0.31627  -0.64
C: -4.10069 0.92525 0.60876  -0.07
H: -3.83624 0.61455 1.62617  0.17
H: -5.05132 1.46381 0.64764  0.20
O: -3.17955 1.89072 0.12883  -0.49
C: -1.85174 1.64258 0.21299  0.27
C: -1.26781 0.55469 0.85019  -0.22
C: 0.10648 0.41050 0.86482  -0.39
C: 0.95912 1.32729 0.25785  0.32
C: 0.36593 2.43350 -0.36065  -0.28
C: -1.00441 2.58007 -0.38538  -0.19
H: -1.45121 3.43260 -0.87174  0.23
H: 0.97774 3.18423 -0.83394  0.23
O: 2.28061 1.07603 0.30685  -0.49
C: 3.19348 2.00312 -0.25773  -0.06
C: 4.58970 1.44304 -0.04123  -0.62
H: 5.33264 2.14428 -0.41028  0.21
H: 4.75104 1.26726 1.01814  0.22
H: 4.69611 0.49733 -0.56449  0.22
H: 2.99194 2.12623 -1.33087  0.17
H: 3.09084 2.97865 0.23612  0.18
S: 0.65926 -1.09803 1.64409  2.34
O: -0.19949 -1.37951 2.75218  -0.92
O: 2.06905 -1.18773 1.83173  -0.89
N: 0.20999 -2.20991 0.42519  -0.62
C: 0.76460 -2.40850 -0.81667  0.38
N: 0.05217 -3.23209 -1.52843  -0.45
C: -1.01146 -3.59622 -0.75171  -0.09
C: -0.93809 -2.97378 0.45279  -0.11
H: -1.54452 -3.00142 1.33280  0.24
H: -1.74904 -4.28044 -1.11944  0.21
C: 2.00907 -1.73233 -1.24846  -0.67
H: 1.76872 -0.81268 -1.78345  0.23
H: 2.55475 -2.38543 -1.92453  0.24
H: 2.61539 -1.48625 -0.38098  0.25
H: -1.83923 -0.19841 1.36576  0.24
H: -4.99088 -0.95237 0.06444  0.22
H: -3.28716 -0.82553 -0.38788  0.22
H: -4.50971 0.04635 -1.31322  0.22

Atomic forces in eV per Å
0.2 0.4 0.2
-0.3 -0.3 0.0
0.0 0.1 0.0
0.1 -0.1 0.1
0.1 0.2 -0.1
0.4 -0.1 0.0
-0.5 0.3 0.0
0.6 -0.4 0.3
0.0 0.0 0.0
0.2 -0.1 0.0
-0.2 -0.2 0.1
0.0 0.1 -0.1
0.1 0.0 0.0
0.1 0.0 0.0
0.3 0.2 -0.1
-0.5 0.1 0.0
0.1 0.1 0.0
0.1 0.0 0.1
0.1 -0.1 -0.1
0.0 0.0 0.1
-0.1 -0.1 -0.1
0.0 -0.2 0.0
-0.2 0.0 -0.3
-0.2 0.2 -0.3
0.1 0.0 0.3
0.4 0.1 -0.3
0.4 0.1 -0.3
-0.1 0.3 0.4
-0.6 -0.3 0.2
-0.2 -0.1 0.2
-0.2 -0.1 0.1
0.1 0.0 -0.1
0.0 0.1 0.0
0.0 0.0 0.0
0.1 0.0 -0.2
-0.2 0.0 0.0
-0.1 -0.1 0.0
0.0 -0.1 0.0
0.0 0.0 -0.1

---

Among the records above, which one has the highest molecular weight? C14H18F18LiN4O12S6

---

Look up the molecular weight of the first one. 975.6 g mol⁻¹

---

Among the records above, which one has the lowest gap between HOMO and LUMO? C14H18F8NO7

---

Among the records above, which one has the highest gap between HOMO and LUMO? C14H18N2O2